ORCA calculation (ωB97M-V with the def2-TZVPD basis set) on one molecule with the formula C6H8N2 in a non-equilibrium geometry.

Values from the calculation:
frontier orbital gap = 9.173 eV
E = -342.87004 Ha
SMILES = C=Cc1nccn1C
E_HOMO = -8.29 eV

XYZ file:
```
16
Properties=species:S:1:pos:R:3:lowdin_charge:R:1
C -1.145 -1.275 1.400 -0.0613
C 0.837 -1.643 -0.237 -0.1061
C 1.530 -0.833 -1.113 -0.0825
C -0.124 0.338 -0.233 -0.3516
C -0.816 1.490 0.299 -0.1116
C -0.434 2.723 -0.005 0.0361
H -0.693 -1.636 2.401 0.1174
H -1.844 -0.525 1.576 0.0468
H -1.664 -2.223 1.143 0.0943
H 0.925 -2.767 0.147 0.1524
H 2.350 -1.068 -1.758 0.0812
H -1.690 1.368 0.909 0.0817
H 0.579 2.756 -0.343 0.0588
H -0.942 3.516 0.470 0.0467
N -0.202 -0.977 0.382 -0.0940
N 0.758 0.375 -1.126 0.0916
```

ORCA calculation (ωB97M-V with the def2-TZVPD basis set) on a 3-piece molecular cluster, C6H8N2 overall in a non-equilibrium geometry.

Values from the calculation:
frontier orbital gap = 9.109 eV
E = -342.73666 Ha
E_HOMO = -8.60 eV

XYZ file:
```
16
Properties=species:S:1:pos:R:3:lowdin_charge:R:1
C 2.471 -1.139 0.143 0.0140
C 1.223 -0.136 -0.091 -0.2193
C 1.043 1.257 0.143 -0.0630
C -0.199 1.762 0.065 -0.1808
C -1.136 -0.361 -0.217 -0.5049
C -2.339 -1.110 0.174 -0.1112
H 2.654 -1.675 0.950 0.0123
H 3.269 -0.495 -0.015 0.0368
H 2.488 -1.958 -0.597 0.0872
H 1.930 2.016 0.045 0.1355
H -0.238 2.966 -0.107 0.1558
H -1.791 -2.168 0.480 0.0841
H -3.457 -1.403 -0.732 0.1745
H -2.973 -0.701 1.426 0.1829
N -1.262 0.970 -0.042 0.0890
N 0.082 -0.717 -0.351 0.1071
```

ORCA calculation (ωB97M-V with the def2-TZVPD basis set) on one molecule with the formula C6H8N2 in a non-equilibrium geometry.

Values from the calculation:
frontier orbital gap = 8.437 eV
E = -342.76237 Ha
SMILES = [H]/N=C/N1C=C[C@@H]2C[C@@H]21
E_HOMO = -7.60 eV

XYZ file:
```
16
Properties=species:S:1:pos:R:3:lowdin_charge:R:1
C 0.842 1.634 0.814 -0.1775
C -1.313 0.852 -0.108 -0.0583
C -1.880 -0.288 -0.806 -0.0518
C -0.841 -1.195 -0.845 -0.3026
C 0.031 -1.829 0.325 -0.0131
C 0.524 -0.528 -0.502 -0.1857
H 2.863 1.625 1.427 0.0041
H 0.528 2.656 0.660 0.1100
H -1.615 1.702 0.533 0.1203
H -2.905 -0.102 -1.165 0.0983
H -0.598 -1.734 -1.727 0.1139
H 0.783 -2.581 -0.005 0.0928
H -0.102 -1.768 1.442 0.1112
H 1.559 -0.321 -1.197 0.1992
N 2.072 1.101 1.118 0.0782
N 0.053 0.778 0.034 -0.1389
```

ORCA calculation (ωB97M-V with the def2-TZVPD basis set) on one molecule with the formula C6H8N2 in a non-equilibrium geometry.

Values from the calculation:
frontier orbital gap = 8.058 eV
E = -342.56781 Ha
SMILES = C=NN1C[C@H]1C#CC
E_HOMO = -7.67 eV

XYZ file:
```
16
Properties=species:S:1:pos:R:3:lowdin_charge:R:1
C -4.016 -0.423 -0.221 -0.1552
C -2.619 0.116 -0.002 -0.0828
C -1.307 0.005 -0.094 0.0459
C 0.019 0.221 0.654 -0.1687
C 0.963 1.266 -0.136 -0.0709
C 3.362 -0.613 -0.532 0.0168
H -4.778 -0.936 0.652 0.1432
H -4.571 0.483 -0.683 0.0818
H -3.732 -1.308 -0.847 0.0713
H 0.103 0.276 1.677 0.0977
H 1.762 1.740 0.342 0.0648
H 0.544 2.136 -0.864 0.1556
H 3.369 -0.047 -1.626 0.1046
H 4.188 -1.159 -0.153 -0.0134
N 1.269 -0.106 -0.017 -0.2936
N 2.260 -0.553 0.515 0.0029
```

Repeat the third record exactly.
ORCA calculation (ωB97M-V with the def2-TZVPD basis set) on one molecule with the formula C6H8N2 in a non-equilibrium geometry.

Values from the calculation:
frontier orbital gap = 8.437 eV
E = -342.76237 Ha
SMILES = [H]/N=C/N1C=C[C@@H]2C[C@@H]21
E_HOMO = -7.60 eV

XYZ file:
```
16
Properties=species:S:1:pos:R:3:lowdin_charge:R:1
C 0.842 1.634 0.814 -0.1775
C -1.313 0.852 -0.108 -0.0583
C -1.880 -0.288 -0.806 -0.0518
C -0.841 -1.195 -0.845 -0.3026
C 0.031 -1.829 0.325 -0.0131
C 0.524 -0.528 -0.502 -0.1857
H 2.863 1.625 1.427 0.0041
H 0.528 2.656 0.660 0.1100
H -1.615 1.702 0.533 0.1203
H -2.905 -0.102 -1.165 0.0983
H -0.598 -1.734 -1.727 0.1139
H 0.783 -2.581 -0.005 0.0928
H -0.102 -1.768 1.442 0.1112
H 1.559 -0.321 -1.197 0.1992
N 2.072 1.101 1.118 0.0782
N 0.053 0.778 0.034 -0.1389
```

Question: The lowest E_HOMO belongs to which entry?
Answer: number 2

Question: What is the E in the fourth record?
Answer: -342.56781 Ha

Repeat the first record exactly.
ORCA calculation (ωB97M-V with the def2-TZVPD basis set) on one molecule with the formula C6H8N2 in a non-equilibrium geometry.

Values from the calculation:
frontier orbital gap = 9.173 eV
E = -342.87004 Ha
SMILES = C=Cc1nccn1C
E_HOMO = -8.29 eV

XYZ file:
```
16
Properties=species:S:1:pos:R:3:lowdin_charge:R:1
C -1.145 -1.275 1.400 -0.0613
C 0.837 -1.643 -0.237 -0.1061
C 1.530 -0.833 -1.113 -0.0825
C -0.124 0.338 -0.233 -0.3516
C -0.816 1.490 0.299 -0.1116
C -0.434 2.723 -0.005 0.0361
H -0.693 -1.636 2.401 0.1174
H -1.844 -0.525 1.576 0.0468
H -1.664 -2.223 1.143 0.0943
H 0.925 -2.767 0.147 0.1524
H 2.350 -1.068 -1.758 0.0812
H -1.690 1.368 0.909 0.0817
H 0.579 2.756 -0.343 0.0588
H -0.942 3.516 0.470 0.0467
N -0.202 -0.977 0.382 -0.0940
N 0.758 0.375 -1.126 0.0916
```